Run 1
C23H44MnNOP3 as an isolated structure. Source: the OMol25 dataset; level of theory: ωB97M-V/def2-TZVPD.

Results
2S+1 = 5
charge = +3
Kohn-Sham gap (spin up / spin down) = 7.0 / 4.3 eV
HOMO level (spin up / spin down) = -0.6131 / -0.6026 Eh
lowest unoccupied orbital energy (spin up / spin down) = -9.7 / -12.0 eV
M = 498.471 g/mol

Last column: Löwdin charge in e.
CARTESIAN COORDINATES (ANGSTROEM)
Mn1 0.765 -0.014 0.606  0.21
P1 2.277 0.854 2.078  0.76
P2 -0.298 1.740 -0.288  0.76
P3 2.221 -0.543 -1.031  0.81
H1 -1.316 -1.752 0.683  0.06
C1 -0.270 -1.859 0.383  -0.18
C2 0.748 -1.949 1.431  -0.21
H2 0.441 -1.875 2.483  0.04
C3 1.838 1.338 3.786  -0.22
C4 2.969 2.449 1.488  -0.23
C5 3.737 -0.232 2.321  -0.22
C6 -1.757 1.209 -1.233  -0.22
C7 -0.907 2.975 0.919  -0.21
C8 0.674 2.799 -1.428  -0.22
C9 3.075 -2.162 -0.865  -0.20
C10 3.575 0.600 -1.495  -0.20
C11 1.267 -0.743 -2.575  -0.25
H3 -0.142 -2.396 -0.561  0.05
H4 1.670 -2.533 1.283  0.06
H5 1.743 0.456 4.431  0.05
H6 0.879 1.869 3.786  0.05
H7 2.618 1.995 4.197  0.07
H8 2.170 3.190 1.360  0.04
H9 3.510 2.343 0.540  0.03
H10 3.660 2.812 2.260  0.07
H11 3.408 -1.202 2.715  0.06
H12 4.405 0.240 3.053  0.07
H13 4.290 -0.412 1.390  0.03
H14 -2.274 2.087 -1.631  0.07
H15 -2.451 0.661 -0.591  0.04
H16 -1.489 0.545 -2.062  0.01
H17 -1.273 3.864 0.396  0.07
H18 -0.105 3.271 1.605  0.05
H19 -1.721 2.550 1.512  0.03
H20 0.076 3.685 -1.685  0.07
H21 0.935 2.275 -2.355  0.04
H22 1.599 3.145 -0.949  0.04
H23 3.643 -2.393 -1.776  0.08
H24 2.346 -2.962 -0.695  0.06
H25 3.762 -2.145 -0.010  0.06
H26 4.094 0.194 -2.375  0.08
H27 4.300 0.704 -0.678  0.05
H28 3.185 1.594 -1.749  0.04
H29 1.880 -1.269 -3.318  0.07
H30 0.945 0.215 -3.004  0.04
H31 0.360 -1.329 -2.382  0.03
C12 -1.627 -1.121 -4.940  -0.19
C13 -2.770 -1.166 -5.762  0.07
C14 -3.114 -2.402 -6.333  0.03
C15 -2.340 -3.548 -6.097  0.06
C16 -1.151 -3.447 -5.369  0.02
C17 -0.744 -2.209 -4.887  0.05
O1 -1.315 -0.103 -4.068  0.09
H32 -1.993 0.604 -4.035  0.15
H33 -3.369 -0.274 -5.954  0.15
H34 -4.002 -2.491 -6.962  0.15
H35 -2.654 -4.530 -6.486  0.16
H36 -0.533 -4.314 -5.158  0.14
H37 0.212 -2.067 -4.397  0.10
C18 -4.160 0.511 5.808  -0.02
C19 -3.155 0.332 4.706  -0.24
C20 -1.854 -0.115 4.968  0.02
C21 -0.976 -0.307 3.887  -0.14
N1 -1.295 0.012 2.626  0.03
C22 -2.565 0.354 2.371  -0.15
C23 -3.515 0.536 3.375  0.01
H38 -3.755 0.163 6.763  0.09
H39 -4.476 1.555 5.925  0.10
H40 -5.060 -0.073 5.578  0.10
H41 -1.507 -0.361 5.972  0.13
H42 0.015 -0.734 4.074  0.09
H43 -2.831 0.496 1.325  0.08
H44 -4.531 0.806 3.102  0.13

Run 2
C23H44MnNOP3 as an isolated structure. Source: the OMol25 dataset; level of theory: ωB97M-V/def2-TZVPD.

Results
2S+1 = 5
charge = +3
Kohn-Sham gap (spin up / spin down) = 7.2 / 2.7 eV
HOMO level (spin up / spin down) = -0.6367 / -0.5955 Eh
lowest unoccupied orbital energy (spin up / spin down) = -10.1 / -13.5 eV
M = 498.471 g/mol

Last column: Löwdin charge in e.
CARTESIAN COORDINATES (ANGSTROEM)
Mn1 -0.029 -0.073 -0.036  0.38
P1 0.734 -2.090 -1.039  0.79
P2 2.535 0.118 1.178  0.82
P3 -2.482 0.496 -0.201  0.81
H1 1.790 2.359 -0.585  0.05
C1 0.915 3.072 -0.461  -0.08
C2 0.485 3.498 0.741  -0.02
H2 1.090 3.342 1.624  0.04
C3 1.968 -1.948 -2.362  -0.22
C4 1.392 -3.336 0.094  -0.23
C5 -0.838 -2.694 -1.713  -0.24
C6 3.197 1.596 2.039  -0.25
C7 2.737 -1.131 2.515  -0.24
C8 3.945 -0.286 0.059  -0.25
C9 -2.995 2.062 0.585  -0.23
C10 -3.461 -0.792 0.671  -0.23
C11 -3.174 0.579 -1.918  -0.22
H3 0.426 3.402 -1.369  0.04
H4 -0.584 3.684 0.938  0.06
H5 1.611 -2.457 -3.259  0.07
H6 2.963 -2.301 -2.076  0.06
H7 2.004 -0.865 -2.572  0.02
H8 1.274 -4.375 -0.249  0.08
H9 0.944 -3.302 1.088  0.03
H10 2.470 -3.225 0.241  0.05
H11 -0.759 -3.640 -2.266  0.07
H12 -1.265 -1.974 -2.416  0.04
H13 -1.603 -2.855 -0.938  0.04
H14 4.251 1.446 2.326  0.08
H15 2.601 1.772 2.943  0.05
H16 3.100 2.480 1.396  0.04
H17 3.771 -1.128 2.912  0.08
H18 2.507 -2.134 2.123  0.02
H19 2.020 -0.902 3.318  0.04
H20 4.908 0.006 0.504  0.07
H21 3.809 0.271 -0.880  0.04
H22 3.964 -1.360 -0.179  0.03
H23 -4.080 2.215 0.478  0.08
H24 -2.436 2.897 0.150  0.03
H25 -2.738 1.987 1.647  0.05
H26 -4.548 -0.658 0.493  0.08
H27 -3.248 -0.685 1.747  0.05
H28 -3.153 -1.800 0.332  0.04
H29 -4.142 1.086 -1.945  0.07
H30 -3.291 -0.429 -2.336  0.06
H31 -2.480 1.103 -2.593  0.00
C12 0.064 1.224 -3.721  -0.23
C13 0.617 0.582 -4.824  0.08
C14 0.376 1.051 -6.081  0.06
C15 -0.489 2.159 -6.223  0.01
C16 -1.166 2.714 -5.129  0.05
C17 -0.898 2.244 -3.819  0.05
O1 0.394 0.487 -2.578  -0.13
H32 0.276 0.870 -1.617  0.02
H33 1.271 -0.264 -4.584  0.14
H34 0.892 0.581 -6.896  0.15
H35 -0.699 2.579 -7.216  0.14
H36 -1.864 3.557 -5.267  0.16
H37 -1.358 2.734 -2.928  0.14
C18 -1.393 -1.521 6.179  -0.01
C19 -1.078 -1.130 4.766  -0.22
C20 -0.676 0.170 4.477  0.01
C21 -0.422 0.569 3.161  -0.11
N1 -0.527 -0.324 2.127  -0.09
C22 -0.858 -1.607 2.411  -0.17
C23 -1.104 -2.050 3.703  0.02
H38 -0.508 -1.843 6.742  0.11
H39 -1.787 -0.655 6.726  0.10
H40 -2.131 -2.323 6.242  0.10
H41 -0.610 0.932 5.270  0.14
H42 -0.112 1.605 2.927  0.11
H43 -0.939 -2.284 1.563  0.09
H44 -1.376 -3.092 3.838  0.14

Ranking the structures above by stability puts run 1 first and run 2 last.